A molecular structure, C16H24BClF7NO10S2Si2. Source: the Open Molecules 2025 dataset; level of theory: wB97M-V/def2-TZVPD.

Computed properties:
LUMO   -0.7 eV
E_tot   -3990.71883 hartree
Gap between HOMO and LUMO   7.7 eV

Last column: Mulliken charge in e.
Element x y z (Å)
1 C -1.85043 0.14007 -2.92505  -0.8238
2 C -1.30286 1.59701 -3.32137  -0.1537
3 O -0.31075 2.14742 -2.41539  -0.3934
4 B 0.59533 1.16495 -1.92136  0.3511
5 O 1.47483 0.35694 -2.75051  -0.5340
6 Si 0.78963 0.82924 0.02819  -0.2354
7 C 2.61451 1.15518 0.42985  -0.1739
8 C 2.94252 2.26068 1.52029  0.3455
9 O 2.31557 3.29319 1.75627  -0.4262
10 O 4.18504 2.07376 2.25837  -0.3493
11 C 3.94214 1.75039 3.62015  0.5264
12 C 4.90496 0.62291 4.26682  -0.7709
13 O 3.10537 2.26526 4.37394  -0.4653
14 O 0.20042 -0.77118 0.21974  0.2143
15 Si 0.88608 -1.69430 1.47806  0.2142
16 Cl 1.60228 -0.63680 3.15976  -0.3086
17 C 2.19361 -2.93827 0.77488  -0.4774
18 C 3.09170 -3.45898 2.00737  -0.8690
19 S -0.73786 -2.99289 2.22916  1.1053
20 C -0.80639 -2.81124 4.09483  -0.7921
21 O -0.58196 -4.42138 1.77843  -0.6667
22 O -2.04700 -2.41083 1.72973  -0.6315
23 S -0.67396 2.18079 0.90841  1.0324
24 O -2.00010 1.80593 0.25036  -0.5829
25 O -0.43059 3.61700 0.47027  -0.6316
26 C -0.96761 1.99213 2.73287  0.6225
27 F -1.37098 0.63538 3.00431  -0.2165
28 F 0.15300 2.22313 3.55115  -0.2673
29 C -2.16182 2.90844 3.32712  0.5021
30 F -2.43351 4.05871 2.57565  -0.2488
31 F -1.73422 3.37114 4.60900  -0.2772
32 C -3.54604 2.14134 3.54700  0.5787
33 F -4.51985 3.15271 3.80144  -0.2667
34 F -3.56003 1.33055 4.70182  -0.2268
35 F -4.01949 1.46865 2.40436  -0.1662
36 H -2.85354 0.01439 -3.48153  0.3980
37 H -2.11753 0.03188 -1.81331  0.2349
38 H -1.19735 -0.72847 -3.30677  0.1402
39 H -0.96439 1.66031 -4.42214  0.0984
40 H -2.21209 2.30330 -3.26260  0.3047
41 H 1.08079 -0.52102 -2.93486  0.3065
42 H 3.23974 0.22959 0.72402  0.2780
43 H 3.13458 1.52777 -0.53406  0.5327
44 H 5.54748 1.12643 5.07478  0.3300
45 H 4.29918 -0.24538 4.67950  0.1744
46 H 5.65042 0.30650 3.44892  0.2589
47 H 2.78308 -2.50901 -0.09756  0.4260
48 H 1.57093 -3.83706 0.40833  0.4093
49 H 2.39146 -3.51865 2.91833  0.1581
50 H 3.39466 -4.53525 1.78304  0.3272
51 H 3.97075 -2.77163 2.21639  0.2530
52 H -1.67804 -3.42240 4.49350  0.4060
53 H 0.20872 -3.14590 4.49497  0.2657
54 H -0.97877 -1.69892 4.31467  0.1625
55 N -1.60500 -1.23118 -6.72137  0.0291
56 C -2.57739 -2.03659 -7.25168  -0.5345
57 C -3.50751 -1.23150 -7.86215  -0.3693
58 C -3.07770 0.10912 -7.69911  -0.4671
59 C -1.90035 0.07795 -6.99373  -0.4998
60 H -0.79864 -1.55152 -6.21178  0.2103
61 H -2.52418 -3.10952 -7.14806  0.3799
62 H -4.39776 -1.56979 -8.37089  0.3877
63 H -3.57458 0.99790 -8.05853  0.4121
64 H -1.24849 0.87160 -6.66226  0.4496

Forces on the atoms, in the same order (eV/Å):
C -0.7 0.1 -0.7
C -1.7 0.2 -0.9
O 1.3 -2.8 0.5
B -0.6 1.3 -2.3
O -1.9 0.4 1.1
Si 0.4 -1.3 -0.8
C 2.6 0.3 1.1
C -1.0 3.1 0.8
O 1.6 -3.7 -1.2
O -1.8 -1.4 0.5
C -0.8 0.1 3.6
C 1.0 1.1 -1.6
O 2.2 -1.3 -3.3
O 1.9 0.9 2.2
Si 0.9 -0.5 -1.6
Cl -0.4 -0.3 -1.0
C -0.2 -0.2 0.5
C -0.9 -0.4 -0.3
S -5.0 -1.8 -0.7
C 0.5 0.3 -0.1
O 0.9 2.8 1.4
O 3.1 -0.5 1.2
S -4.7 4.8 -4.0
O 3.2 -0.7 2.4
O 0.9 -3.7 2.2
C -0.1 -0.9 3.4
F 0.9 2.5 -0.9
F -1.9 -0.5 -2.2
C 0.1 1.8 1.0
F 0.7 -2.6 1.2
F -1.1 -1.2 -2.7
C -3.1 0.4 0.4
F 2.2 -2.2 -0.5
F 0.4 1.5 -3.1
F 1.6 1.3 3.1
H 1.6 0.2 0.8
H 0.7 0.3 -1.6
H -0.8 1.3 0.8
H -0.2 -0.4 1.8
H 1.5 -1.0 0.1
H 0.4 0.6 0.1
H -1.1 1.2 -0.5
H -1.0 -0.5 1.3
H -1.3 -0.8 -1.0
H 0.8 1.3 -0.6
H -1.2 0.1 1.3
H -0.7 -0.6 1.1
H 0.8 1.5 0.4
H 1.3 0.1 -1.1
H 0.0 1.6 0.4
H -1.1 -1.0 -0.2
H 1.2 0.6 -0.8
H -1.5 0.4 -0.3
H 0.3 -1.7 -0.4
N 0.0 0.0 0.0
C -0.1 -0.1 0.0
C 0.1 -0.3 0.0
C 0.1 0.2 0.1
C 0.0 0.1 0.0
H -0.1 0.0 -0.1
H 0.0 0.1 0.0
H 0.1 0.0 0.0
H 0.1 -0.1 0.0
H -0.1 0.0 -0.1